ORCA calculation (ωB97M-V with the def2-TZVPD basis set) on a 2-piece molecular cluster, C5H14N2 overall.

Cartesian coordinates (Å):
H 1.048 -3.517 -1.169
N 1.138 -2.622 -0.704
C 2.375 -2.356 -0.548
N 2.817 -1.275 0.161
H 3.148 -2.884 -1.117
H 3.809 -1.233 0.288
H 2.244 -1.028 0.952
C -1.797 0.388 -1.004
C -1.059 1.387 -0.103
C -2.013 1.941 0.950
C 0.143 0.679 0.549
H -1.145 -0.096 -1.731
H -2.221 -0.365 -0.337
H -2.623 0.880 -1.523
H -0.610 2.256 -0.596
H -1.426 2.644 1.554
H -2.288 1.134 1.637
H -2.866 2.470 0.534
H 0.976 0.645 -0.148
H 0.429 1.274 1.423
H -0.078 -0.321 0.932

Summary:
- structure (SMILES) = [H]/N=C/N.CC(C)C
- relative energy (zero: lowest compared OMol25 entry of this formula, charge and spin) (kJ/mol) = 55.3
- E_LUMO (eV) = 1.0
- orbital gap (eV) = 10.290


ORCA calculation (ωB97M-V with the def2-TZVPD basis set) on a 2-piece molecular cluster, C12H17N overall.

Cartesian coordinates (Å):
C 1.166 4.014 0.632
C 0.592 2.642 0.356
C -0.434 2.431 -0.540
N -0.957 1.174 -0.346
C -0.124 0.476 0.503
C -0.176 -0.798 1.109
C 0.630 -1.096 2.178
C 1.715 -0.197 2.490
C 1.925 0.960 1.798
C 0.853 1.389 0.970
H 1.064 4.326 1.670
H 0.788 4.838 -0.014
H 2.252 3.855 0.491
H -0.959 3.228 -1.086
H -1.846 0.827 -0.682
H -0.960 -1.495 0.656
H 0.537 -2.018 2.702
H 2.326 -0.477 3.339
H 2.690 1.746 2.013
C -2.710 -3.305 -2.391
C -1.296 -2.896 -1.938
C -0.175 -3.164 -2.976
H -2.723 -3.551 -3.506
H -3.399 -2.544 -2.185
H -2.934 -4.307 -2.091
H -1.244 -1.830 -1.698
H -1.080 -3.435 -1.026
H 0.569 -3.773 -2.479
H -0.464 -3.841 -3.754
H 0.168 -2.229 -3.426

Summary:
- structure (SMILES) = Cc1c[nH]c2ccccc12.CCC
- relative energy (zero: lowest compared OMol25 entry of this formula, charge and spin) (kJ/mol) = 144.8
- E_LUMO (eV) = 0.8
- orbital gap (eV) = 8.587


ORCA calculation (ωB97M-V with the def2-TZVPD basis set) on a single C8H14N2O molecule.

Cartesian coordinates (Å):
C -3.465 0.177 -0.182
C -2.959 -1.332 -0.090
C -1.492 -1.085 0.262
C -0.058 0.862 -0.313
C 1.747 -0.819 -0.839
C 1.570 0.141 1.446
C 2.229 1.664 -0.462
C 1.315 0.470 -0.116
N -2.397 1.032 -0.283
N -1.264 0.389 -0.064
O -4.637 0.480 -0.150
H -3.449 -1.927 0.573
H -3.082 -1.805 -1.112
H -1.423 -1.150 1.326
H -0.572 -1.790 -0.182
H -0.013 1.969 -0.398
H 1.295 -1.627 -0.299
H 2.862 -0.801 -0.833
H 1.324 -0.834 -1.951
H 2.541 -0.218 1.574
H 1.577 1.029 1.980
H 0.752 -0.585 1.840
H 2.003 2.614 -0.042
H 2.358 1.800 -1.610
H 3.238 1.346 -0.074

Summary:
- relative energy (zero: lowest compared OMol25 entry of this formula, charge and spin) (kJ/mol) = 288.5
- E_LUMO (spin up / spin down) (eV) = 0.3 / 0.3
- orbital gap (spin up / spin down) (eV) = 8.487 / 8.488


ORCA calculation (ωB97M-V with the def2-TZVPD basis set) on C21H31F5OP2Ti as an isolated structure.

Cartesian coordinates (Å):
P -0.229 -1.878 -2.792
P 0.321 1.289 -2.799
C -0.353 -0.925 -4.396
C 0.426 0.380 -4.406
H -1.421 -0.765 -4.607
H 0.024 -1.582 -5.193
H 1.489 0.233 -4.642
H 0.023 1.059 -5.170
C -1.344 2.022 -3.118
H -1.594 2.723 -2.315
H -2.118 1.249 -3.184
H -1.288 2.561 -4.071
C 1.355 2.740 -3.190
H 0.941 3.237 -4.080
H 2.382 2.406 -3.389
H 1.335 3.424 -2.332
C -1.175 -3.340 -3.406
H -1.127 -4.130 -2.651
H -0.729 -3.685 -4.347
H -2.214 -3.038 -3.578
C 1.449 -2.540 -3.219
H 2.208 -1.750 -3.236
H 1.392 -2.998 -4.216
H 1.732 -3.305 -2.488
Ti 0.150 -0.628 2.066
C 0.953 1.352 0.822
C -0.421 1.471 0.668
C -1.295 0.634 -0.221
C -1.809 -0.832 0.072
C -0.836 -1.959 0.314
C 0.539 -2.018 0.021
C 1.345 -0.898 -0.575
C 1.908 0.368 0.177
C 1.536 -1.567 3.161
H 1.455 2.063 1.499
H -0.940 2.229 1.268
H -0.819 0.520 -1.222
H -2.212 1.229 -0.414
H -2.539 -0.784 0.897
H -2.422 -1.080 -0.815
H -1.286 -2.836 0.810
H 1.089 -2.946 0.284
H 0.749 -0.419 -1.374
H 2.223 -1.350 -1.070
H 2.690 0.053 0.886
H 2.465 0.905 -0.617
H 2.333 -0.881 3.498
H 1.950 -2.395 2.559
H 0.973 -1.967 4.034
F -0.686 2.850 8.241
C -0.740 2.214 7.052
C 0.336 2.337 6.158
F 1.403 3.094 6.472
C 0.275 1.650 4.955
F 1.348 1.735 4.093
C -0.807 0.827 4.604
O -0.795 0.079 3.501
C -1.901 0.763 5.507
F -2.965 0.014 5.188
C -1.848 1.442 6.727
F -2.882 1.343 7.600

Summary:
- relative energy (zero: lowest compared OMol25 entry of this formula, charge and spin) (kJ/mol) = 47.6
- E_LUMO (eV) = -9.1
- total charge = +2
- orbital gap (eV) = 4.857


ORCA calculation (ωB97M-V with the def2-TZVPD basis set) on a single C7H11NO molecule.

Cartesian coordinates (Å):
C -0.220 -0.173 2.509
C -0.523 -0.872 1.407
C -1.595 -0.209 0.220
O -2.773 -0.447 0.344
C -0.710 0.401 -0.654
C -1.053 1.303 -1.799
C 0.611 -0.022 -0.248
C 1.182 -1.360 -0.681
N 1.566 0.948 -0.104
H -0.118 -0.638 3.485
H 0.007 0.889 2.449
H -0.666 -1.948 1.488
H -0.605 2.297 -1.699
H -0.718 0.887 -2.757
H -2.134 1.442 -1.854
H 0.400 -2.109 -0.779
H 1.657 -1.228 -1.659
H 1.940 -1.724 0.017
H 2.499 0.685 0.181
H 1.251 1.878 0.131

Summary:
- structure (SMILES) = C=CC(=O)/C(C)=C(\C)N
- relative energy (zero: lowest compared OMol25 entry of this formula, charge and spin) (kJ/mol) = 369.1
- E_LUMO (spin up / spin down) (eV) = -0.3 / -0.3
- orbital gap (spin up / spin down) (eV) = 7.064 / 7.063


ORCA calculation (ωB97M-V with the def2-TZVPD basis set) on a 40-piece molecular cluster, H80O40 overall.

Cartesian coordinates (Å):
H -5.861 1.081 -1.418
H -5.219 -0.097 -1.694
O -5.554 0.556 -2.187
H 0.356 -4.108 -1.190
H 1.378 -5.072 -1.751
O 0.924 -4.306 -1.938
H 4.231 3.577 -1.092
H 4.163 4.688 0.120
O 3.719 3.857 -0.288
H 3.525 -0.274 3.374
H 2.862 0.620 2.050
O 3.565 0.342 2.607
H -2.429 -0.467 -0.946
H -1.242 0.038 -1.665
O -1.494 -0.471 -0.947
H 1.511 -4.113 5.054
O 1.342 -3.946 4.168
H -3.568 -2.375 1.323
O -3.709 -3.240 1.634
H -4.839 -0.458 2.138
H -3.239 0.035 2.311
O -3.853 -0.427 1.803
H -0.361 -4.607 -4.284
H -0.739 -4.166 -2.981
O -1.081 -4.276 -3.843
H 1.065 0.032 0.061
H 1.729 0.720 -1.189
O 1.659 0.755 -0.286
H 5.720 1.126 1.800
H 6.017 -0.303 1.628
O 6.568 0.574 1.744
H 5.873 -0.346 -1.783
O 6.049 0.515 -1.378
H 1.870 5.696 1.559
H 2.425 4.993 0.400
O 1.855 5.779 0.573
H -0.759 1.539 -3.376
H -2.270 1.275 -3.205
O -1.476 0.820 -3.167
H 3.492 3.248 2.004
H 2.284 3.373 2.864
O 2.493 3.482 1.872
H 0.789 -1.172 -4.619
H -0.315 -0.324 -5.256
O -0.144 -1.298 -5.035
H 2.284 -3.889 0.470
H 2.716 -4.773 1.455
O 2.914 -4.701 0.471
H 3.730 1.588 -3.357
H 4.701 1.297 -2.121
O 3.891 0.994 -2.622
H -3.224 2.360 1.853
O -2.430 2.229 2.253
H -0.152 -2.224 -1.813
H 0.993 -1.149 -1.828
O 0.614 -1.877 -1.265
H -3.338 1.977 -0.205
O -2.640 2.362 -0.895
H -0.210 -0.357 3.776
H 0.217 -1.234 5.068
O 0.611 -0.654 4.276
H 2.023 -1.799 -2.780
H 2.670 -0.363 -2.636
O 1.971 -0.868 -3.029
H -0.993 -2.912 5.102
H -1.090 -1.735 6.235
O -0.636 -2.570 5.946
H -4.909 -0.646 0.013
H -5.699 -1.379 -0.849
O -5.421 -1.555 0.055
H 3.791 -1.047 -0.469
H 3.640 -1.781 -1.780
O 3.889 -1.057 -1.321
H -0.057 4.245 -3.499
H -0.127 4.007 -5.081
O -0.539 3.695 -4.121
H 3.877 -3.159 -2.934
H 4.614 -4.330 -2.403
O 4.753 -3.575 -2.863
H -1.077 -2.230 3.036
H -2.635 -2.105 3.341
O -1.668 -2.222 3.709
H 1.929 4.066 -1.152
H 0.584 4.681 -0.514
O 0.980 4.439 -1.342
H -0.432 3.148 0.233
H 0.712 2.266 0.967
O -0.137 2.828 1.040
H -4.746 2.440 0.008
O -4.940 1.469 0.403
H -4.895 -2.383 -2.722
H -3.663 -1.958 -3.496
O -4.255 -1.772 -2.683
H -1.711 2.133 1.786
H 1.261 -2.861 4.286
H -1.974 1.811 -1.227
H -4.047 -3.798 1.027
H 5.803 0.161 -0.496
H -4.916 1.675 1.362
O 0.274 1.414 6.053
H -0.366 1.681 5.560
H 0.622 0.691 6.091
O 0.015 -0.381 1.136
H 0.068 0.616 1.364
H -0.332 -0.521 0.299
O -3.856 3.630 -3.692
H -3.684 3.026 -2.980
H -3.095 4.205 -3.713
O -2.482 1.172 4.972
H -2.873 1.974 5.210
H -2.634 1.224 4.062
O -4.684 2.019 2.948
H -4.185 2.788 3.311
H -5.453 1.989 3.614
O -2.652 -2.518 -4.608
H -2.402 -1.584 -4.904
H -2.174 -3.287 -4.715
O 6.050 -2.441 -0.421
H 5.881 -3.396 -0.485
H 6.044 -2.082 -1.337

Summary:
- relative energy (zero: lowest compared OMol25 entry of this formula, charge and spin) (kJ/mol) = 1618.5
- E_LUMO (eV) = -0.7
- orbital gap (eV) = 9.836


ORCA calculation (ωB97M-V with the def2-TZVPD basis set) on C2H6INS as an isolated structure.

Cartesian coordinates (Å):
C 1.119 -1.161 0.079
C 0.442 0.050 -0.589
N -1.084 0.684 0.437
S -1.329 2.324 -0.016
I -2.711 -0.595 0.057
H 1.027 -1.292 1.228
H 0.788 -2.137 -0.308
H 2.292 -1.048 -0.023
H 1.155 0.824 -0.551
H -0.035 -0.271 -1.581
H -1.664 2.622 1.266

Summary:
- relative energy (zero: lowest compared OMol25 entry of this formula, charge and spin) (kJ/mol) = 128.9
- E_LUMO (eV) = -0.4
- orbital gap (eV) = 8.279


ORCA calculation (ωB97M-V with the def2-TZVPD basis set) on a 4-piece molecular cluster, C20H50NO15P4 overall.

Cartesian coordinates (Å):
C 6.882 2.967 2.140
C 6.120 4.099 1.389
O 4.728 3.900 1.249
C 3.940 3.916 2.433
P 4.631 4.867 3.887
O 4.735 6.338 3.653
C 2.622 4.702 2.052
C 1.352 4.088 2.694
C 1.271 4.203 4.229
C 0.130 4.886 2.127
N 1.235 2.716 2.161
O 1.052 2.690 0.895
C 2.287 1.799 2.641
C 1.839 0.986 3.915
C 2.474 0.709 1.537
C 3.691 2.434 2.905
H 6.430 2.686 3.096
H 7.952 3.200 2.225
H 6.812 2.080 1.487
H 6.528 4.058 0.365
H 6.404 5.110 1.740
H 5.923 4.422 4.273
H 3.796 4.624 5.013
H 2.558 4.681 0.955
H 2.720 5.770 2.311
H 1.931 3.529 4.783
H 1.494 5.255 4.472
H 0.221 4.064 4.536
H -0.787 4.296 2.260
H 0.301 5.111 1.067
H 0.075 5.838 2.677
H 1.008 1.504 4.417
H 1.446 0.023 3.566
H 2.669 0.798 4.605
H 3.018 1.104 0.669
H 3.117 -0.083 1.961
H 1.527 0.235 1.258
H 3.942 2.377 3.984
H 4.427 1.782 2.418
C -0.903 1.616 -1.195
O -2.059 1.544 -2.059
P -3.557 1.963 -1.421
O -4.333 1.855 -2.698
O -3.066 3.489 -1.103
C -2.725 4.354 -2.180
O -4.805 2.093 -0.322
C -5.749 3.129 -0.534
H -0.393 0.652 -1.201
H -0.222 2.375 -1.579
H -1.173 1.866 -0.172
H -2.791 3.860 -3.150
H -1.707 4.718 -2.034
H -3.408 5.204 -2.167
H -6.122 3.131 -1.558
H -5.314 4.100 -0.289
H -6.583 2.944 0.142
C 2.465 -4.071 -4.904
O 2.091 -3.504 -3.639
P 0.979 -2.235 -3.603
O 0.866 -2.143 -2.112
O -0.180 -3.153 -4.293
C -0.693 -4.287 -3.594
O 0.192 -0.835 -4.047
C -1.137 -0.663 -3.564
H 3.550 -4.045 -4.999
H 2.133 -5.110 -4.933
H 2.023 -3.534 -5.742
H -0.197 -4.455 -2.639
H -0.569 -5.174 -4.220
H -1.757 -4.131 -3.417
H -1.204 -0.837 -2.493
H -1.825 -1.324 -4.094
H -1.425 0.361 -3.769
C -3.851 -9.485 -2.552
O -3.181 -8.270 -2.177
P -4.097 -6.949 -1.663
O -2.943 -6.071 -1.289
O -4.691 -7.814 -0.407
C -3.808 -8.266 0.613
O -5.354 -5.863 -1.524
C -5.499 -5.192 -0.281
H -3.538 -9.769 -3.557
H -3.560 -10.274 -1.857
H -4.935 -9.380 -2.536
H -2.768 -8.010 0.410
H -3.897 -9.350 0.706
H -4.111 -7.808 1.555
H -4.559 -4.751 0.050
H -5.886 -5.872 0.479
H -6.225 -4.394 -0.433

Summary:
- 2S+1 = 2
- E_LUMO (spin up / spin down) (eV) = -1.7 / -1.7
- orbital gap (spin up / spin down) (eV) = 7.012 / 8.018